{"formula": "C12H33NO4S2", "method": "ωB97M-V/def2-TZVPD", "homo_energy_ev": -7.03, "homo_lumo_gap_ev": 7.21, "energy_ha": -1628.67584, "de_lowest_kcal_mol": 0.0, "symbols": ["C", "C", "N", "C", "C", "C", "C", "C", "O", "C", "H", "H", "H", "H", "H", "H", "H", "H", "H", "H", "H", "H", "H", "H", "H", "H", "H", "H", "H", "H", "O", "H", "C", "S", "O", "C", "H", "H", "H", "H", "H", "H", "C", "S", "O", "C", "H", "H", "H", "H", "H", "H"], "xyz": [[-0.762058, -3.756288, -3.054481], [-1.476058, -2.408288, -2.923481], [-0.794058, -1.452288, -1.876481], [-0.672058, -2.266288, -0.618481], [0.624942, -1.214288, -2.298481], [0.778942, -0.667288, -3.769481], [-1.456058, -0.152288, -1.670481], [-2.741058, -0.194288, -0.972481], [-3.148058, 1.077712, -0.780481], [-2.921058, 1.567712, 0.648519], [-1.265058, -4.154288, -3.795481], [-0.989058, -4.323288, -2.158481], [0.252942, -3.853288, -2.954481], [-2.506058, -2.497288, -2.569481], [-1.676058, -1.937288, -3.989481], [0.084942, -2.919288, -0.641481], [-1.580058, -2.765288, -0.309481], [-0.343058, -1.383288, 0.090519], [1.236942, -1.980288, -2.090481], [1.108942, -0.378288, -1.646481], [0.523942, 0.175712, -4.070481], [0.450942, -1.227288, -4.629481], [1.820942, -0.634288, -4.216481], [-1.664058, 0.450712, -2.624481], [-0.822058, 0.585712, -1.036481], [-2.655058, -0.549288, 0.070519], [-3.608058, -0.683288, -1.428481], [-1.742058, 1.789712, 0.833519], [-3.349058, 1.011712, 1.349519], [-3.498058, 2.600712, 0.758519], [0.845942, 0.543712, 0.801519], [0.914942, 1.501712, 0.670519], [0.612942, -0.446288, 4.297519], [-0.905058, -0.189288, 3.295519], [-1.958058, -1.062288, 3.960519], [-1.263058, 1.512712, 3.687519], [1.466942, 0.265712, 3.728519], [0.780942, -1.598288, 4.175519], [0.473942, -0.159288, 5.383519], [-0.426058, 2.022712, 3.063519], [-0.923058, 1.595712, 4.720519], [-2.293058, 2.018712, 3.283519], [3.226942, 3.508712, 0.144519], [3.783942, 1.852712, 0.432519], [5.308942, 1.947712, 0.204519], [3.557942, 1.929712, 2.163519], [3.809942, 4.061712, 0.751519], [2.087942, 3.490712, 0.608519], [3.385942, 3.822712, -0.962481], [3.952942, 2.753712, 2.768519], [3.933942, 0.997712, 2.734519], [2.408942, 1.766712, 2.460519]], "forces_ev_per_angstrom": [[-1.3, 2.3, 4.9], [-0.3, 1.9, -1.3], [0.8, -2.1, -2.0], [-1.8, 5.5, 2.4], [0.0, 6.1, -1.7], [4.0, -7.8, 0.9], [0.6, 2.8, -0.9], [-1.5, -1.7, 2.4], [-0.8, 4.1, 2.6], [2.8, 5.5, -4.4], [-1.6, -2.7, -4.1], [-0.8, -0.4, 0.2], [2.7, 0.6, -1.2], [0.2, -0.4, 0.3], [1.1, -0.3, 2.3], [2.8, -2.4, -0.6], [-0.4, 0.3, -0.1], [-0.6, -1.9, -0.4], [1.7, -3.3, 0.3], [-1.4, -1.3, -0.5], [-3.1, 8.3, -1.1], [-1.1, -1.4, 0.2], [-0.2, -0.3, 1.8], [0.7, -1.4, 0.8], [-0.3, -1.8, -0.8], [0.4, -1.2, -0.6], [0.5, -0.6, -0.4], [-2.8, -0.9, -0.4], [-1.6, -3.2, 2.7], [1.3, -2.0, -0.7], [-0.4, 0.2, -0.3], [0.0, -0.2, -0.1], [1.5, 0.9, -1.2], [-1.2, -2.0, -0.1], [0.6, 0.7, -0.2], [0.8, 2.1, -1.8], [-2.1, -2.3, 1.6], [0.0, 2.4, 0.2], [0.1, -0.3, -1.3], [-1.3, -0.6, 0.9], [-1.0, 0.7, 0.2], [2.5, -1.8, 1.5], [-4.4, -1.2, -2.0], [2.9, -0.4, -0.9], [-1.9, -0.2, 0.2], [-2.6, -2.4, 4.0], [1.9, 2.2, 1.9], [2.7, 0.5, -1.7], [-0.7, -0.7, 2.0], [0.1, 0.3, -0.8], [0.0, 1.1, -1.6], [2.2, 0.7, -1.2]]}